Entry 1:
Density functional theory data (ωB97M-V with the def2-TZVPD basis set) for a gas-phase ion, C7H14N (charge +1) at a distorted geometry.

Properties
Largest force on an atom, eV Å⁻¹: 3.65
E_HOMO, eV: -13.49
ΔE to the lowest compared entry with this formula, charge and spin, kcal/mol: 23.3
Lowest unoccupied orbital energy, eV: -3.55
Net charge: +1
DFT total energy, eV: -8968.0678

Each line ends with the Mulliken charge.
Geometry (Å):
C (0.6287, 2.5188, 0.1435)  -1.42
C (0.2258, 1.2532, -0.5173)  0.37
N (-0.3501, 1.3999, -1.8968)  -0.17
C (0.3129, -0.0087, 0.0387)  -0.23
C (0.8675, -0.2290, 1.4281)  -0.81
C (0.6105, -1.7400, 1.3928)  -0.80
C (0.0672, -1.6916, -0.0339)  0.42
C (-1.3730, -2.0859, -0.2484)  -1.46
H (1.4698, 2.3312, 0.8044)  0.34
H (-0.1802, 2.9378, 0.7429)  0.29
H (0.9296, 3.2666, -0.5877)  0.49
H (-1.3797, 1.3703, -1.8825)  0.38
H (-0.0167, 0.6361, -2.4984)  0.38
H (-0.0501, 2.3011, -2.2896)  0.40
H (0.3190, 0.3068, 2.2047)  0.33
H (1.9205, 0.0384, 1.5189)  0.37
H (1.5030, -2.3496, 1.5014)  0.28
H (-0.1319, -2.0660, 2.1148)  0.32
H (0.7335, -2.1080, -0.7852)  0.39
H (-2.0317, -1.5512, 0.4314)  0.37
H (-1.4788, -3.1506, -0.0529)  0.41
H (-1.6934, -1.8972, -1.2707)  0.35

Atomic forces in eV per Å
C -0.129 0.097 0.056
C -0.087 -3.574 0.758
N -0.074 -0.124 0.101
C 0.047 0.749 -0.480
C 0.057 0.176 0.292
C 0.140 -0.029 0.117
C -0.102 2.685 -0.808
C 0.121 -0.076 -0.030
H 0.067 0.050 0.031
H -0.039 0.090 0.022
H 0.127 0.139 -0.010
H 0.318 0.103 -0.073
H -0.122 0.272 0.087
H -0.154 -0.323 -0.094
H 0.036 0.028 0.022
H 0.057 0.075 -0.015
H -0.006 -0.038 0.043
H -0.057 -0.085 0.032
H 0.022 -0.102 -0.023
H -0.069 0.033 0.083
H -0.084 -0.121 -0.014
H -0.068 -0.022 -0.097

Entry 2:
Density functional theory data (ωB97M-V with the def2-TZVPD basis set) for 2 unconnected molecules or ions with the total composition C9H12N2S at a distorted geometry.

Properties
Largest force on an atom, eV Å⁻¹: 5.20
E_HOMO, eV: -8.32
ΔE to the lowest compared entry with this formula, charge and spin, kcal/mol: 96.0
Lowest unoccupied orbital energy, eV: -1.55
DFT total energy, eV: -23338.8301

Each line ends with the Mulliken charge.
Geometry (Å):
C (-0.4204, 1.5588, -0.6330)  0.13
C (-3.5512, -0.1491, 0.4560)  -0.44
C (-2.5462, 0.8047, 0.5226)  -0.52
C (-1.8671, -1.5538, -0.7004)  -0.17
C (-3.2535, -1.5275, -0.1448)  -0.57
C (-1.3009, 0.5144, -0.0264)  0.49
C (3.7680, 0.2543, -0.5257)  -1.30
C (2.4113, -0.1581, -0.1460)  -0.06
C (1.9926, 0.7711, 0.9905)  -0.80
N (0.2804, 2.3666, -1.0702)  -0.55
N (-1.0194, -0.6405, -0.6038)  -0.22
S (0.4345, 0.4032, 1.8307)  -0.10
H (-4.5264, -0.1364, 0.9606)  0.38
H (-2.7506, 1.7400, 1.0201)  0.41
H (-1.7590, -2.4825, -1.2712)  0.34
H (-3.1686, -2.1508, 0.6897)  0.31
H (-4.0538, -1.9542, -0.8224)  0.38
H (3.6801, 1.1897, -1.2078)  0.27
H (4.4126, 0.3261, 0.4020)  0.29
H (4.3076, -0.3872, -1.1524)  0.42
H (2.3773, -1.2272, 0.0251)  0.33
H (1.7039, 0.0339, -0.9046)  0.23
H (2.8152, 0.5475, 1.6809)  0.43
H (2.0338, 1.8572, 0.6305)  0.32

Atomic forces in eV per Å
C -0.814 0.321 0.644
C 1.478 -0.130 0.000
C -4.313 -1.024 1.102
C -2.243 -1.332 -0.820
C -0.361 2.296 -0.803
C 4.270 2.839 0.843
C 1.216 2.464 -0.570
C -1.020 0.001 0.211
C 0.108 0.153 -0.213
N -0.450 -0.439 0.022
N 1.484 -2.784 -1.989
S -1.060 0.062 -0.931
H 0.486 0.866 -0.273
H 0.182 0.142 -0.063
H 1.190 0.278 0.065
H -0.291 -1.541 1.539
H 0.970 0.600 0.642
H 0.576 -0.904 1.772
H -0.522 0.643 -1.091
H 0.500 -1.507 -0.974
H -0.268 -0.159 0.792
H -0.606 -0.080 -1.367
H -0.520 0.740 0.834
H 0.010 -1.502 0.628

Entry 3:
Density functional theory data (ωB97M-V with the def2-TZVPD basis set) for C5H8O in the gas phase.

Properties
Largest force on an atom, eV Å⁻¹: 0.66
E_HOMO, eV: -9.67
ΔE to the lowest compared entry with this formula, charge and spin, kcal/mol: 45.4
Lowest unoccupied orbital energy, eV: 0.90
DFT total energy, eV: -7360.2859

Each line ends with the Mulliken charge.
Geometry (Å):
C (2.6534, 0.3618, -0.1239)  -1.32
C (1.2508, 0.0441, -0.3674)  0.40
C (0.1406, -0.3741, -0.5882)  0.06
C (-1.2652, -0.7794, -0.5944)  -0.46
C (-1.9412, -0.0524, 0.5895)  -0.47
O (-1.5165, 1.2840, 0.6835)  -0.48
H (2.8636, 0.3715, 0.9491)  0.30
H (3.2650, -0.4149, -0.5875)  0.27
H (2.9403, 1.3297, -0.5388)  0.32
H (-1.7585, -0.5240, -1.5397)  0.27
H (-1.3274, -1.8684, -0.4731)  0.28
H (-3.0248, -0.0328, 0.4488)  0.30
H (-1.7339, -0.6064, 1.5189)  0.25
H (-0.5463, 1.2614, 0.6232)  0.28

Atomic forces in eV per Å
C 0.104 0.005 0.006
C -0.470 -0.419 -0.198
C 0.571 0.041 0.108
C -0.029 0.030 -0.005
C -0.237 -0.293 0.016
O 0.032 0.104 0.111
H 0.000 0.004 -0.123
H 0.105 0.122 0.059
H -0.049 -0.072 0.003
H 0.175 0.057 0.144
H -0.091 0.201 0.007
H 0.109 -0.022 0.003
H 0.038 0.112 -0.141
H -0.257 0.129 0.009

Entry 4:
Density functional theory data (ωB97M-V with the def2-TZVPD basis set) for a molecular structure, C4H7KO3 at a distorted geometry.

Properties
Largest force on an atom, eV Å⁻¹: 6.07
E_HOMO, eV: -6.23
ΔE to the lowest compared entry with this formula, charge and spin, kcal/mol: 68.9
Lowest unoccupied orbital energy, eV: -0.49
DFT total energy, eV: -26724.6969

Each line ends with the Mulliken charge.
Geometry (Å):
O (1.1356, 1.3946, -0.4790)  -0.50
K (2.4223, 0.2351, 1.9300)  0.94
O (0.6729, 1.7418, 2.4755)  -0.94
C (-0.4476, 1.8264, 1.6828)  -0.49
C (0.1404, 0.6460, -0.6731)  0.01
O (0.4396, -0.4951, -1.3450)  -0.25
C (-0.1804, -1.6696, -0.9890)  0.06
C (-0.0997, -2.7283, -1.7868)  -0.73
H (-1.1629, 2.6496, 1.9152)  0.28
H (-1.0174, 0.8719, 1.8028)  0.20
H (0.0022, 2.4710, 0.6035)  0.08
H (-0.8917, 1.0115, -0.7733)  0.49
H (-0.8845, -1.6019, -0.1555)  0.33
H (0.6020, -2.7606, -2.6218)  0.26
H (-0.7306, -3.5924, -1.5862)  0.26

Atomic forces in eV per Å
O -2.950 -3.123 -0.635
K -0.087 0.337 -0.067
O -0.284 -0.311 0.017
C 1.788 3.578 -0.525
C 4.596 3.433 -1.994
O 0.136 -0.812 0.978
C -1.318 -0.064 -0.938
C 0.211 -0.138 0.360
H -0.134 -0.461 0.843
H -0.139 0.188 -1.460
H -2.281 -2.385 2.444
H 0.142 -0.465 0.870
H 0.304 -0.025 -0.112
H -0.375 0.102 0.150
H 0.391 0.146 0.071

Copy entry 2 word for word.
Density functional theory data (ωB97M-V with the def2-TZVPD basis set) for 2 unconnected molecules or ions with the total composition C9H12N2S at a distorted geometry.

Properties
Largest force on an atom, eV Å⁻¹: 5.20
E_HOMO, eV: -8.32
ΔE to the lowest compared entry with this formula, charge and spin, kcal/mol: 96.0
Lowest unoccupied orbital energy, eV: -1.55
DFT total energy, eV: -23338.8301

Each line ends with the Mulliken charge.
Geometry (Å):
C (-0.4204, 1.5588, -0.6330)  0.13
C (-3.5512, -0.1491, 0.4560)  -0.44
C (-2.5462, 0.8047, 0.5226)  -0.52
C (-1.8671, -1.5538, -0.7004)  -0.17
C (-3.2535, -1.5275, -0.1448)  -0.57
C (-1.3009, 0.5144, -0.0264)  0.49
C (3.7680, 0.2543, -0.5257)  -1.30
C (2.4113, -0.1581, -0.1460)  -0.06
C (1.9926, 0.7711, 0.9905)  -0.80
N (0.2804, 2.3666, -1.0702)  -0.55
N (-1.0194, -0.6405, -0.6038)  -0.22
S (0.4345, 0.4032, 1.8307)  -0.10
H (-4.5264, -0.1364, 0.9606)  0.38
H (-2.7506, 1.7400, 1.0201)  0.41
H (-1.7590, -2.4825, -1.2712)  0.34
H (-3.1686, -2.1508, 0.6897)  0.31
H (-4.0538, -1.9542, -0.8224)  0.38
H (3.6801, 1.1897, -1.2078)  0.27
H (4.4126, 0.3261, 0.4020)  0.29
H (4.3076, -0.3872, -1.1524)  0.42
H (2.3773, -1.2272, 0.0251)  0.33
H (1.7039, 0.0339, -0.9046)  0.23
H (2.8152, 0.5475, 1.6809)  0.43
H (2.0338, 1.8572, 0.6305)  0.32

Atomic forces in eV per Å
C -0.814 0.321 0.644
C 1.478 -0.130 0.000
C -4.313 -1.024 1.102
C -2.243 -1.332 -0.820
C -0.361 2.296 -0.803
C 4.270 2.839 0.843
C 1.216 2.464 -0.570
C -1.020 0.001 0.211
C 0.108 0.153 -0.213
N -0.450 -0.439 0.022
N 1.484 -2.784 -1.989
S -1.060 0.062 -0.931
H 0.486 0.866 -0.273
H 0.182 0.142 -0.063
H 1.190 0.278 0.065
H -0.291 -1.541 1.539
H 0.970 0.600 0.642
H 0.576 -0.904 1.772
H -0.522 0.643 -1.091
H 0.500 -1.507 -0.974
H -0.268 -0.159 0.792
H -0.606 -0.080 -1.367
H -0.520 0.740 0.834
H 0.010 -1.502 0.628

What did the first record say?
Density functional theory data (ωB97M-V with the def2-TZVPD basis set) for a gas-phase ion, C7H14N (charge +1) at a distorted geometry.

Properties
Largest force on an atom, eV Å⁻¹: 3.65
E_HOMO, eV: -13.49
ΔE to the lowest compared entry with this formula, charge and spin, kcal/mol: 23.3
Lowest unoccupied orbital energy, eV: -3.55
Net charge: +1
DFT total energy, eV: -8968.0678

Each line ends with the Mulliken charge.
Geometry (Å):
C (0.6287, 2.5188, 0.1435)  -1.42
C (0.2258, 1.2532, -0.5173)  0.37
N (-0.3501, 1.3999, -1.8968)  -0.17
C (0.3129, -0.0087, 0.0387)  -0.23
C (0.8675, -0.2290, 1.4281)  -0.81
C (0.6105, -1.7400, 1.3928)  -0.80
C (0.0672, -1.6916, -0.0339)  0.42
C (-1.3730, -2.0859, -0.2484)  -1.46
H (1.4698, 2.3312, 0.8044)  0.34
H (-0.1802, 2.9378, 0.7429)  0.29
H (0.9296, 3.2666, -0.5877)  0.49
H (-1.3797, 1.3703, -1.8825)  0.38
H (-0.0167, 0.6361, -2.4984)  0.38
H (-0.0501, 2.3011, -2.2896)  0.40
H (0.3190, 0.3068, 2.2047)  0.33
H (1.9205, 0.0384, 1.5189)  0.37
H (1.5030, -2.3496, 1.5014)  0.28
H (-0.1319, -2.0660, 2.1148)  0.32
H (0.7335, -2.1080, -0.7852)  0.39
H (-2.0317, -1.5512, 0.4314)  0.37
H (-1.4788, -3.1506, -0.0529)  0.41
H (-1.6934, -1.8972, -1.2707)  0.35

Atomic forces in eV per Å
C -0.129 0.097 0.056
C -0.087 -3.574 0.758
N -0.074 -0.124 0.101
C 0.047 0.749 -0.480
C 0.057 0.176 0.292
C 0.140 -0.029 0.117
C -0.102 2.685 -0.808
C 0.121 -0.076 -0.030
H 0.067 0.050 0.031
H -0.039 0.090 0.022
H 0.127 0.139 -0.010
H 0.318 0.103 -0.073
H -0.122 0.272 0.087
H -0.154 -0.323 -0.094
H 0.036 0.028 0.022
H 0.057 0.075 -0.015
H -0.006 -0.038 0.043
H -0.057 -0.085 0.032
H 0.022 -0.102 -0.023
H -0.069 0.033 0.083
H -0.084 -0.121 -0.014
H -0.068 -0.022 -0.097

Question: The highest ΔE to the lowest compared entry with this formula, charge and spin belongs to which entry?
Answer: C9H12N2S